The following is a DFT calculation (ωB97M-V/def2-TZVPD) of a structure of composition C48H61BClN8O2PRuS3 at a distorted geometry.

The multiplicity is 2. The calculation puts the energy above the lowest of the compared OMol25 structures with the same formula, charge and spin at 306.75 kJ/mol. Its electronic energy is -124353.63326 eV. Its expectation value of S² is 1.078. The net charge is +1. The highest occupied orbital energy (spin up / spin down) is -9.1 / -9.1 eV. The value obtained for the gap between HOMO and LUMO (spin up / spin down) is 5.713 / 5.953 eV.

Each line ends with the Mulliken charge.
Positions of all 126 atoms, in Å:
C: 1.38 -1.96 -3.51  -0.608
H: 1.69 -3.91 -4.32  0.478
C: 2.57 -1.74 1.33  0.070
C: -2.65 -0.31 -4.56  1.321
H: -1.13 -1.85 -4.50  0.148
C: 1.77 -2.85 -4.50  -0.493
H: 4.90 0.90 -2.14  0.297
H: -1.50 4.56 4.82  0.486
C: 3.88 -1.95 0.93  -0.199
H: -3.16 5.87 2.67  0.498
H: -1.62 -0.40 -6.46  0.455
C: -4.47 -1.41 2.23  -0.970
C: -2.17 -5.21 0.81  -0.706
C: 0.43 -3.84 6.52  -0.787
H: -0.34 3.70 3.80  0.291
H: 0.04 -4.48 4.52  0.476
H: 3.54 5.14 -1.93  0.581
H: -1.85 4.20 -1.65  0.630
H: 6.86 3.96 -1.27  0.452
H: -0.81 5.36 3.41  0.391
C: 2.11 -2.40 2.47  1.094
C: -1.55 0.89 -2.64  -0.104
C: -4.08 -0.07 -4.05  -1.484
Cl: 2.87 -0.42 -7.46  -0.242
C: 0.81 -2.51 -2.21  -0.248
C: -2.62 -0.21 -6.08  -2.225
H: -5.30 -3.06 1.30  0.333
H: -4.10 -0.11 -2.97  0.170
H: -3.44 -5.09 2.54  0.606
H: -2.96 0.77 -6.42  0.483
H: -2.00 1.81 3.50  0.112
C: 0.25 -3.64 5.16  -0.351
H: 0.43 3.11 -3.86  0.713
C: -2.54 -4.74 2.06  -1.144
C: 2.24 -2.38 -5.72  -0.744
H: 4.92 -4.00 3.42  0.402
C: 5.05 2.83 -1.18  1.074
S: -2.30 0.15 -1.35  -0.338
H: 4.26 -1.48 0.03  0.700
C: 4.72 -2.75 1.69  -1.073
C: -2.82 2.53 3.47  -1.263
H: 5.32 2.21 -3.25  0.383
H: -1.00 1.73 -5.70  0.526
H: -2.79 -2.47 -4.50  0.606
H: 1.21 0.09 -2.94  -0.373
C: -1.02 -4.74 0.20  -1.001
H: -2.11 -1.77 -3.04  0.086
C: -0.23 -3.81 0.85  -1.160
C: -2.14 -1.68 -4.12  -1.202
H: -3.61 2.15 2.82  0.295
H: 0.76 -0.30 5.04  0.408
N: -1.87 3.70 1.57  0.473
O: 0.82 -3.72 -2.02  -0.827
C: -1.00 1.62 -4.64  -0.825
C: -0.93 2.83 1.11  -0.080
C: 1.49 -0.59 -3.73  1.520
H: 5.07 3.06 0.96  0.370
N: -2.12 -0.69 1.73  0.135
H: 1.09 -0.66 7.47  0.432
C: -0.57 -3.34 2.12  0.616
H: 2.55 -3.76 4.08  0.434
C: -1.74 -3.80 2.71  -0.377
C: -2.32 3.88 2.95  1.285
H: -4.44 0.91 -4.37  0.382
H: 0.18 1.01 -0.61  -2.030
N: -5.61 -2.11 1.57  -0.160
N: 1.42 2.77 -1.31  0.719
B: 0.05 2.10 -1.14  2.129
H: -1.94 -0.84 2.72  0.363
H: 2.54 -3.07 -6.49  0.464
H: -4.78 -0.39 2.48  0.373
C: 2.94 -3.24 3.22  -0.817
C: -1.16 4.41 3.80  -1.596
H: -3.81 4.97 4.04  0.459
P: 0.39 -1.98 2.85  2.264
C: 0.36 -2.35 4.64  0.356
C: -3.48 4.88 3.00  -2.257
H: -2.04 -3.43 3.69  0.674
H: 2.04 0.95 -5.13  0.630
H: 0.68 -3.46 0.36  0.504
H: -5.86 -1.61 0.70  0.366
C: 0.85 -1.49 6.83  -0.711
C: -0.30 2.33 -3.72  -1.004
S: 0.01 1.75 2.04  -0.207
C: -1.73 3.92 -0.62  -1.094
C: 1.96 -0.11 -4.94  -1.000
C: -2.36 4.38 0.48  -0.503
C: 5.47 1.82 -2.25  -1.489
C: 2.61 2.18 -1.09  -0.216
N: 3.60 3.08 -1.31  0.583
Ru: 0.60 -0.65 0.55  -0.907
N: -1.79 0.72 -3.97  0.417
C: 4.25 -3.39 2.83  -0.656
C: 5.80 4.15 -1.40  -2.250
H: -2.78 -5.95 0.31  0.433
H: 4.86 1.39 0.43  0.147
H: -4.22 -1.94 3.15  0.396
H: 6.44 2.16 0.32  0.502
H: -3.22 2.64 4.47  0.605
C: 3.00 4.26 -1.68  -0.729
H: 5.65 4.55 -2.39  0.475
H: 5.50 4.89 -0.66  0.483
H: -6.45 -2.19 2.16  0.387
H: 0.35 -4.83 6.93  0.413
H: -3.56 -0.99 0.31  0.237
C: -3.27 -1.42 1.26  -0.022
C: 0.66 -1.28 5.47  -0.510
H: -2.97 -2.46 1.10  -0.076
H: -4.32 4.55 2.41  0.467
O: 0.32 -1.63 -1.42  0.947
N: -0.83 2.96 -0.23  0.510
H: -2.20 0.30 1.56  -0.331
C: 1.66 4.07 -1.67  -1.062
H: -3.12 5.13 0.55  0.547
H: -3.29 -0.96 -6.50  0.451
H: 6.52 1.58 -2.13  0.494
H: 5.75 -2.87 1.39  0.430
N: -0.64 1.87 -2.48  0.555
C: 0.74 -2.77 7.35  -0.584
S: 2.82 0.57 -0.62  0.006
H: -0.72 -5.07 -0.78  0.527
H: 0.86 4.75 -1.89  0.752
C: 2.33 -1.01 -5.93  0.073
H: -4.74 -0.83 -4.45  0.495
H: 0.91 -2.94 8.40  0.402
C: 5.37 2.33 0.22  -1.211

***

The following is a DFT calculation (ωB97M-V/def2-TZVPD) of a structure of composition C10H20EuN2O5 at a distorted geometry.

The multiplicity is 7. Its electronic energy is -43197.27271 eV. Its expectation value of S² is 12.013. The net charge is +3. The highest occupied orbital energy (spin up / spin down) is -17.6 / -17.6 eV. The value obtained for the gap between HOMO and LUMO (spin up / spin down) is 5.754 / 4.848 eV.

Each line ends with the Mulliken charge.
Positions of all 38 atoms, in Å:
H: 0.73 0.64 0.19  -0.249
C: -1.41 1.09 -2.51  -0.590
H: 3.54 0.36 2.05  0.361
O: -0.18 1.71 1.93  -0.331
C: -2.30 -1.09 -3.26  -0.571
H: -1.68 -3.36 2.46  0.379
O: 0.01 -1.28 3.67  -0.463
C: -1.47 -0.86 -0.96  0.279
C: 0.96 1.06 1.26  0.482
H: -2.37 -2.23 0.62  0.459
O: 3.31 1.78 0.33  -0.059
C: 2.11 2.24 1.04  -0.444
H: 1.35 0.22 2.00  0.224
C: -1.01 -1.53 2.80  0.241
H: -1.98 2.04 -2.11  0.408
H: 2.56 -0.39 -0.64  0.033
C: 3.91 0.58 0.95  -0.318
O: -1.90 -2.64 3.15  -0.406
O: -0.25 -1.41 -1.17  -0.447
H: -1.76 0.92 3.12  0.329
H: 1.60 3.05 0.34  0.323
H: -2.77 -2.13 -2.98  0.389
H: -1.32 1.17 -3.69  0.040
H: 5.07 0.70 0.97  0.362
H: -1.25 -1.27 -3.78  0.355
N: -1.13 -0.60 1.61  0.268
C: -2.11 -1.09 0.57  -0.811
C: 3.58 -0.68 -0.10  -0.483
H: 4.42 -0.72 -0.93  0.349
H: -0.33 1.09 -2.02  0.382
H: -3.11 -0.49 0.67  0.313
H: -3.01 -0.60 -4.07  0.049
C: -1.36 0.84 2.00  -0.516
N: -2.19 -0.13 -2.06  0.097
H: 3.44 -1.70 0.45  0.315
H: -2.20 1.38 1.35  0.312
H: 2.33 2.81 2.05  0.336
Eu: -1.81 0.53 -5.31  1.606

***

The following is a DFT calculation (ωB97M-V/def2-TZVPD) of a cluster of 2 separate species, C4H12OS in total.

The calculation puts the energy above the lowest of the compared OMol25 structures with the same formula, charge and spin at 29.53 kJ/mol. Its electronic energy is -17225.23845 eV. The highest occupied orbital energy is -8.7 eV. The value obtained for the gap between HOMO and LUMO is 9.394 eV. As for the SMILES: CCCCS.O.

Each line ends with the Mulliken charge.
Positions of all 18 atoms, in Å:
S: 0.71 0.78 2.62  -0.210
C: -0.14 1.31 0.03  -0.455
C: 0.84 0.05 -2.01  -1.179
H: -0.24 1.88 -2.02  0.260
C: -0.26 0.95 -1.46  -0.395
H: -2.00 -2.80 2.17  0.305
H: 1.01 -0.83 -1.40  0.309
H: 0.31 2.30 0.14  0.305
H: -1.14 1.44 0.45  0.333
H: 1.77 0.61 -2.08  0.293
C: 0.64 0.32 0.87  -0.648
H: 0.57 -0.24 -3.02  0.370
H: -0.86 -3.65 1.65  0.309
H: -1.23 0.47 -1.64  0.323
H: -0.58 0.60 2.84  0.094
H: 0.21 -0.68 0.80  0.261
O: -1.27 -2.80 1.53  -0.612
H: 1.68 0.28 0.53  0.335

***

The following is a DFT calculation (ωB97M-V/def2-TZVPD) of a structure of composition C25H20Br2N4O7SV at a distorted geometry.

The multiplicity is 2. The calculation puts the energy above the lowest of the compared OMol25 structures with the same formula, charge and spin at 82.65 kJ/mol. Its electronic energy is -223152.64408 eV. Its expectation value of S² is 0.763. The highest occupied orbital energy (spin up / spin down) is -8.2 / -8.2 eV. The value obtained for the gap between HOMO and LUMO (spin up / spin down) is 6.346 / 6.873 eV.

Each line ends with the Mulliken charge.
Positions of all 60 atoms, in Å:
O: 2.04 1.05 3.80  -0.771
H: 1.56 0.48 3.18  0.327
N: 2.07 1.22 -0.41  -0.973
C: 2.41 2.24 1.72  0.220
C: -1.14 1.87 3.65  -0.196
H: 2.80 0.10 -2.58  0.401
N: -1.11 -1.29 -1.90  0.611
C: -2.31 2.50 4.04  -0.362
H: 1.86 -5.70 -2.92  0.405
H: -2.40 4.77 1.57  0.427
H: -0.77 1.02 4.21  0.464
O: -2.88 0.65 1.85  -0.390
C: 2.89 3.41 1.12  -0.430
C: -2.07 3.95 2.19  -0.955
O: -3.37 -0.29 -0.35  -0.596
C: -3.17 -4.41 -2.30  -1.444
C: -2.80 3.56 3.30  -0.084
C: 1.85 1.19 0.87  1.458
H: -0.32 3.55 1.02  0.404
C: -2.70 -0.89 -3.63  -0.896
C: -0.91 3.26 1.88  -0.218
C: -1.65 -0.51 -2.82  0.036
H: 3.92 5.09 3.86  0.395
Br: -0.90 1.20 -3.13  -0.114
N: -0.44 2.24 2.59  0.208
H: -3.71 4.07 3.59  0.448
C: 1.86 -1.87 -2.31  0.827
O: 1.22 0.16 1.44  -0.819
H: 3.09 3.03 4.94  0.468
C: 3.51 4.29 3.25  -0.329
H: -3.69 -4.50 -1.35  0.321
N: 1.56 0.06 -0.95  1.024
Br: -3.24 1.88 5.56  -0.217
H: -2.35 -5.12 -2.30  0.345
C: -1.64 -2.51 -1.75  -0.063
C: 3.04 3.15 3.87  -0.756
C: 3.43 4.43 1.87  -0.882
H: -4.05 -2.48 -4.09  0.402
H: -3.87 -4.70 -3.09  0.392
H: 2.71 -1.74 -4.27  0.444
O: -1.13 0.71 0.07  -0.386
O: 0.88 -2.27 -0.19  -0.597
H: -1.21 -3.11 -0.96  0.628
C: 2.48 2.12 3.12  0.532
C: -2.68 -3.01 -2.52  0.078
C: 2.33 -2.41 -3.52  -0.811
C: 2.07 -0.48 -2.00  -0.652
C: -3.22 -2.16 -3.48  -0.537
C: 2.30 -3.77 -3.74  -0.725
H: 2.84 3.49 0.04  0.470
O: -1.62 -1.34 1.06  -0.667
C: 1.40 -4.15 -1.53  -0.410
H: 2.65 -4.17 -4.68  0.423
S: -2.44 -0.08 0.71  1.071
H: 1.05 -4.81 -0.74  0.519
C: 1.85 -4.63 -2.74  -0.462
V: 0.06 -0.68 0.17  0.370
C: 1.36 -2.77 -1.33  0.751
H: -3.10 -0.20 -4.36  0.459
H: 3.79 5.33 1.39  0.413

***

The following is a DFT calculation (ωB97M-V/def2-TZVPD) of the molecule C22H18ClN3O5 at a distorted geometry.

The calculation puts the energy above the lowest of the compared OMol25 structures with the same formula, charge and spin at 66.24 kJ/mol. Its electronic energy is -50336.38074 eV. The highest occupied orbital energy is -8.6 eV. The value obtained for the gap between HOMO and LUMO is 9.217 eV. As for the SMILES: O=C(NN[C@@H]1CC(=O)N(c2ccccc2)C1=O)c1ccc(COc2ccccc2Cl)o1.

Each line ends with the Mulliken charge.
Positions of all 49 atoms, in Å:
C: 0.53 -1.72 3.82  0.402
H: 3.29 0.25 1.67  0.300
C: -2.81 -1.19 2.56  -0.101
C: 0.37 -0.28 -4.56  0.294
N: 2.05 0.85 0.30  0.243
C: 2.63 2.07 0.24  -0.038
H: -1.25 3.04 -2.95  0.291
C: 0.03 -0.36 2.01  -0.265
H: -5.13 -3.64 2.41  0.394
H: 0.73 -2.37 -4.77  0.424
C: 2.57 4.11 -1.35  -0.517
H: -4.93 -1.19 2.31  0.379
H: 2.10 -0.43 4.51  0.338
C: 1.42 0.07 2.47  0.903
H: 2.58 -1.58 3.26  0.336
C: -1.68 -1.98 2.73  0.319
N: -0.40 -1.36 2.85  0.351
C: -3.03 -3.95 2.67  -0.702
H: -0.90 -3.96 2.92  0.394
O: -0.59 0.08 1.08  -0.561
C: -0.67 -0.88 -2.08  -0.497
O: -0.06 2.01 -4.30  -0.452
C: -4.05 -1.80 2.44  -0.756
H: -2.72 -0.12 2.52  0.411
H: 3.39 4.69 -0.97  0.541
H: -3.11 -5.03 2.72  0.373
Cl: 1.01 0.10 -6.11  -0.212
N: 2.36 -0.04 1.35  -1.078
C: 1.72 4.42 -2.43  -0.982
H: -0.18 -2.92 -2.53  0.406
C: -0.17 -1.90 -2.88  -0.684
O: 0.34 -2.54 4.68  -0.579
C: -0.13 0.76 -3.76  0.505
H: -1.07 -1.10 -1.10  0.546
H: 1.35 1.11 2.84  0.254
H: 1.25 0.60 -0.26  0.403
C: -0.30 3.14 -3.49  -0.840
H: -0.37 3.98 -4.18  0.345
H: -1.04 1.19 -1.86  0.327
O: 1.08 2.47 -1.58  -0.025
C: 0.83 3.39 -2.53  0.898
C: -1.78 -3.36 2.78  -0.358
H: 1.76 5.29 -3.05  0.484
C: -4.16 -3.18 2.50  -0.380
C: 1.78 -0.91 3.58  -0.826
C: 2.14 2.90 -0.87  0.494
O: 3.51 2.42 1.02  -0.735
C: 0.34 -1.59 -4.13  -0.363
C: -0.65 0.43 -2.51  -0.406

***

The following is a DFT calculation (ωB97M-V/def2-TZVPD) of a cluster of 4 separate species, C3H11NO3 in total at a distorted geometry.

The calculation puts the energy above the lowest of the compared OMol25 structures with the same formula, charge and spin at 360.47 kJ/mol. Its electronic energy is -10919.26961 eV. The highest occupied orbital energy is -8.8 eV. The value obtained for the gap between HOMO and LUMO is 9.019 eV. As for the SMILES: C=CN=C.O.O.O.

Each line ends with the Mulliken charge.
Positions of all 18 atoms, in Å:
O: 2.35 -0.94 -0.59  -0.578
C: -1.22 -0.59 -0.57  -0.262
H: 1.18 -0.45 3.08  0.318
H: -0.04 1.43 1.28  0.356
H: 0.34 -0.52 1.84  0.251
H: 2.27 -1.26 0.24  0.267
H: 2.08 -0.02 -0.56  0.301
H: -1.38 1.45 -2.63  0.293
H: 0.28 1.10 -3.16  0.242
H: -0.47 -2.54 -0.11  0.387
O: -0.59 2.17 0.93  -0.604
H: -1.49 0.33 -0.08  0.467
H: 0.10 2.90 0.88  0.329
N: -0.40 -0.25 -1.76  -0.331
C: -0.58 0.75 -2.55  -0.227
C: -1.21 -1.80 0.15  -0.886
O: 0.59 0.08 2.58  -0.681
H: -1.80 -1.83 1.05  0.358

***

The following is a DFT calculation (ωB97M-V/def2-TZVPD) of a structure of composition C25H43Cl3N5O4RhSi at a distorted geometry.

The multiplicity is 5. The calculation puts the energy above the lowest of the compared OMol25 structures with the same formula, charge and spin at 19.18 kJ/mol. Its electronic energy is -90715.58578 eV. Its expectation value of S² is 6.012. The highest occupied orbital energy (spin up / spin down) is -5.8 / -7.5 eV. The value obtained for the gap between HOMO and LUMO (spin up / spin down) is 6.263 / 5.548 eV.

Each line ends with the Mulliken charge.
Positions of all 82 atoms, in Å:
C: 5.28 4.59 -0.52  -1.571
H: -0.98 2.51 -3.81  0.359
H: -1.07 -1.15 -4.08  0.352
H: 0.58 -1.30 -4.62  0.394
H: 0.13 1.84 -4.99  0.361
H: -0.30 0.00 0.83  -0.818
C: 2.56 0.64 1.41  -0.478
O: -3.60 1.52 0.09  -0.593
H: 1.57 3.85 3.27  0.365
N: -3.71 -4.92 -0.80  0.243
H: 1.86 3.87 0.80  0.893
C: -2.71 2.20 0.60  0.040
H: -4.29 -6.15 -2.43  0.331
Si: 0.52 0.66 -2.78  1.653
C: -2.48 -4.46 -0.58  0.245
O: -2.29 -3.29 -0.17  -0.557
C: -1.00 -0.91 2.57  0.946
C: -4.85 -4.07 -0.50  -0.937
H: 2.95 0.58 -2.91  -0.359
H: 4.15 3.26 0.72  0.317
H: -5.09 -3.43 -1.35  0.305
H: 4.88 5.48 -1.02  0.293
H: 3.06 0.76 -0.96  0.777
C: -0.03 -1.10 -3.72  -0.980
O: -1.11 -4.34 2.12  -0.630
C: -0.98 3.94 0.61  -0.843
H: 4.10 1.92 -3.20  0.395
H: -4.65 -3.46 0.38  0.260
H: -1.34 0.98 -4.53  0.292
H: -0.69 -4.97 4.67  0.331
H: 6.19 4.27 -1.07  0.384
N: -1.15 -2.10 1.99  0.021
C: 2.30 0.59 2.78  -0.587
C: 2.53 1.73 -0.83  -0.138
Cl: -1.07 0.04 -1.43  -0.199
C: 2.25 1.77 0.67  0.627
C: 4.27 3.50 -0.34  -0.072
C: -3.96 -6.23 -1.38  -0.924
H: 0.11 -1.97 -3.07  0.005
C: -2.06 3.28 -1.50  -0.829
H: -0.67 1.05 2.17  -0.230
N: -1.86 3.02 -0.08  0.412
H: -3.04 -6.82 -1.34  0.305
H: 2.43 -0.35 3.31  0.420
C: 1.85 1.72 3.45  -0.467
C: -1.23 -0.80 3.97  -1.142
C: 3.97 2.89 -2.71  -1.492
H: 5.64 4.92 0.47  0.377
H: -1.23 0.19 4.39  0.453
H: -2.64 2.45 -1.94  0.305
O: 1.23 1.62 -1.64  -0.553
C: -1.63 -4.41 4.78  -0.927
N: -1.54 -3.15 4.05  0.167
H: 2.37 0.20 -4.55  0.455
C: -1.28 -3.24 2.70  0.236
C: 3.57 2.82 -1.27  0.619
H: 4.91 3.44 -2.83  0.426
C: -0.51 1.58 -4.13  -1.406
H: 2.99 -0.23 0.92  0.392
H: -4.75 -6.73 -0.82  0.318
H: -1.64 -5.11 -0.85  0.242
C: 2.18 0.01 -3.48  -0.882
H: -2.45 -5.00 4.38  0.278
H: 2.43 -1.04 -3.26  0.456
H: 3.21 3.43 -3.29  0.227
C: 1.93 2.94 1.36  -0.391
H: -1.07 3.37 -1.97  0.018
H: 0.02 3.83 0.19  0.153
H: -0.98 3.72 1.68  0.270
H: -1.29 4.99 0.44  0.359
H: 1.60 1.68 4.51  0.444
Cl: 1.72 -2.65 1.26  -0.567
N: -0.64 0.11 1.79  1.026
Rh: -0.19 -2.96 0.31  0.521
H: -2.52 2.20 1.69  0.304
H: -1.81 -4.17 5.84  0.318
C: 1.76 2.92 2.74  -1.554
C: -1.42 -1.96 4.67  -0.025
H: -2.59 4.24 -1.62  0.387
H: -1.53 -1.98 5.75  0.373
H: -5.70 -4.72 -0.32  0.329
Cl: 0.51 -3.93 -1.61  -0.631